Molecular formula: C24H28AuN4O4S6Se
Method: DFT, wB97M-V/def2-TZVPD

Total charge: -1
Strongest force on any atom, eV/A: 0.998
Orbital gap, hartree: 0.2161
Energy above the lowest of the compared OMol25 structures with the same formula, charge and spin, eV: 0.080

Each line ends with the Mulliken charge.
Element x y z (Å)
Au 0.8202 0.1845 0.1646  1.76
Se 1.7121 -0.5908 -2.0256  -0.51
S -0.3859 4.3531 2.3512  -0.12
S -1.5542 4.3706 -0.2627  -0.11
S -0.6216 1.5829 -0.9635  -0.37
S 2.6605 -0.9683 1.2088  -0.69
S -1.8795 6.7714 1.4612  -0.30
S 0.7356 1.5521 2.1007  -0.41
O -0.8975 -1.4070 1.1806  -0.84
O -1.2065 -3.1570 -4.9715  -0.66
O 0.2588 -3.5025 -3.4361  -0.59
O -2.5350 -2.8357 1.7605  -0.73
N 5.5086 2.2158 -2.1842  -0.64
N -0.8430 -3.1553 -3.8117  1.08
N 3.1165 -3.4550 0.3446  0.07
N 1.1620 -3.1589 1.5120  0.86
C -1.8244 -2.7471 -2.7774  -0.41
C 0.7065 -4.5293 1.2798  -1.34
C 3.2208 0.5807 -2.0351  0.67
C 5.5885 -3.7174 0.2639  -0.85
C -0.7012 2.9118 0.1929  -0.02
C -3.1475 -2.6072 -3.1472  -0.70
C -1.3068 5.2448 1.2006  0.10
C -1.8890 -2.1545 0.9499  -0.42
C 4.3499 -3.0682 -0.3414  -0.61
C 1.3921 -5.5519 2.1936  -0.16
C 4.4093 0.1200 -2.5927  -0.50
C 5.1682 -3.4758 2.8030  -0.88
C 2.2638 -2.6494 0.9822  -0.05
C 4.3634 2.6452 -1.6466  -0.43
C -3.6592 -2.1700 -0.8365  -0.64
C 5.5057 0.9670 -2.6473  -0.40
C -4.0724 -2.3111 -2.1540  -0.52
C 0.7645 -5.6403 3.5843  -0.61
C 0.8396 -4.3440 4.3912  -0.92
C -0.1549 2.8997 1.4073  0.19
C -2.3126 -2.2653 -0.4986  0.71
C 6.0473 -3.1297 1.6003  -0.45
C -1.3825 -2.5577 -1.4831  0.60
C 3.2077 1.8861 -1.5513  -0.19
H -0.3683 -4.5251 1.4597  0.50
H 6.1141 -2.0419 1.5018  0.27
H 0.5499 -4.5179 5.4284  0.38
H -3.4349 -2.7469 -4.1787  0.48
H -5.1199 -2.2144 -2.4100  0.38
H 4.3670 3.6632 -1.2714  0.37
H 7.0596 -3.4918 1.7949  0.35
H 0.8434 -4.7894 0.2235  0.40
H 0.1765 -3.5761 3.9893  0.21
H 5.0025 -4.5558 2.8685  0.24
H 1.2681 -6.4390 4.1359  0.40
H 5.4174 -4.7955 0.3778  0.35
H 4.2449 -3.3470 -1.3908  0.36
H 0.4215 -2.4605 1.7098  0.12
H 4.1963 -2.9829 2.7639  0.10
H -0.3318 -2.6669 -1.2445  0.43
H 1.3351 -6.5321 1.7122  0.35
H -4.3744 -1.9874 -0.0453  0.45
H 6.3941 -3.6039 -0.4661  0.38
H -0.2822 -5.9387 3.4746  0.31
H 4.4794 -0.8891 -2.9808  0.37
H 2.4531 -5.2994 2.2987  0.00
H 5.6483 -3.1589 3.7305  0.42
H 6.4377 0.6163 -3.0806  0.35
H 4.4189 -1.9832 -0.2966  0.32
H 1.8550 -3.9375 4.3883  0.15
H 2.3144 2.3044 -1.1073  0.31
H 2.8637 -4.4275 0.2798  0.29

---

Molecular formula: C24H28BBrCoN5O6Si
Method: DFT, wB97M-V/def2-TZVPD

Total charge: -1
Multiplicity: 2
Strongest force on any atom, eV/A: 1.038
Orbital gap (alpha / beta), hartree: 0.2158 / 0.2155
Energy above the lowest of the compared OMol25 structures with the same formula, charge and spin, eV: 1.094

Each line ends with the Mulliken charge.
Element x y z (Å)
Br -4.3626 -6.7899 -0.6794  -0.24
Co 1.3889 -0.3258 0.4069  0.00
Si -1.6960 2.8777 -1.3433  0.25
O -0.3552 2.1568 1.0731  -0.44
O 2.7847 -1.6599 1.5999  -0.39
O 2.6028 -2.9384 3.3850  -0.58
O 0.2860 -1.8737 -0.1042  -0.28
O -2.4382 1.9316 2.0668  -0.63
O -0.5866 -1.2438 -2.0864  -0.71
N 2.4237 -0.4612 -1.2356  0.76
N 0.3888 -0.4370 2.0668  1.27
N 2.9726 2.1514 0.1113  -0.28
N 2.3827 1.2718 0.9451  0.56
N 3.1352 0.5045 -1.8435  -0.47
C -1.4450 -1.6139 3.8681  -0.91
C -1.1830 1.3593 1.7994  0.19
C 3.4255 3.1975 0.8151  -0.13
C -0.5071 -1.9747 -1.1005  0.30
C -1.7488 -3.7058 0.2407  0.14
C -2.8571 -4.8041 -2.0603  -0.58
C -3.1655 -5.3137 -0.8101  0.13
C 2.4651 1.7734 2.1742  -0.12
C 3.1250 3.0014 2.1514  -1.35
C -0.0956 -2.1244 3.6992  -0.97
C -2.6291 -4.7758 0.3465  -0.63
C -3.1256 1.7682 -1.7538  -1.00
C -1.8102 -0.5180 3.2072  -1.45
C 2.1070 -2.0372 2.5289  0.05
C -1.4276 -3.1738 -1.0015  -0.04
C 3.8254 -0.0234 -2.8628  -0.18
C -0.3788 1.9339 -0.3646  2.01
C -2.2820 4.3581 -0.3505  -1.26
C 2.6675 -1.6010 -1.8759  -0.20
C -1.9922 -3.7207 -2.1450  -0.29
C -0.8672 0.1780 2.3208  0.34
C 0.7082 -1.5043 2.8014  1.23
C -0.8742 3.4839 -2.8982  -1.11
C 3.5543 -1.3792 -2.9300  -1.35
B 3.0993 2.0095 -1.4450  0.67
H 4.1622 2.5000 -1.7723  -0.18
H 3.3406 3.6528 2.9811  0.39
H -3.1497 4.1138 0.2707  0.31
H 3.9438 -2.0969 -3.6315  0.40
H 4.4493 0.6076 -3.4751  0.42
H -3.2933 -5.2405 -2.9481  0.42
H -1.4800 4.7327 0.2944  0.39
H 3.9370 4.0017 0.3111  0.45
H -2.8015 -0.1071 3.3218  0.46
H 2.0435 1.2311 3.0047  0.43
H -0.4663 0.8583 -0.5602  -0.87
H -0.0535 4.1652 -2.6541  0.28
H -2.8929 -5.1851 1.3121  0.45
H 2.1949 -2.5097 -1.5422  0.60
H -2.3972 2.8189 1.6987  0.33
H -1.5756 4.0031 -3.5579  0.34
H -3.7308 1.5692 -0.8637  0.32
H -2.5866 5.1741 -1.0138  0.40
H 0.6171 2.2302 -0.7168  -0.92
H 2.1670 2.5774 -1.9926  -0.31
H -2.1452 -2.1161 4.5251  0.37
H -2.7377 0.8101 -2.1140  0.23
H -3.7732 2.2015 -2.5240  0.38
H 0.2097 -3.0266 4.2135  0.27
H -0.4472 2.6382 -3.4471  0.33
H 2.0028 -3.0160 4.1378  0.33
H -1.3048 -3.2673 1.1275  0.22
H -1.7475 -3.2780 -3.1027  0.46

---

Molecular formula: C24H28BrCl51N2O3
Method: DFT, wB97M-V/def2-TZVPD

Strongest force on any atom, eV/A: 8.615
Orbital gap, hartree: 0.3563

Each line ends with the Mulliken charge.
Element x y z (Å)
Br -1.6005 1.7053 3.2950  -0.07
Cl 2.6126 -2.1800 -1.3661  -0.06
Cl 12.8609 -1.3395 3.6143  -0.13
Cl 2.1007 -0.7633 3.6076  -0.09
Cl 1.4897 4.1523 8.2136  -0.13
Cl 5.8242 -6.0506 -1.6887  -0.13
Cl 3.3013 -0.3840 -3.5532  -0.01
Cl 4.3242 -5.8166 0.7970  -0.12
Cl 7.1487 -6.5250 0.8616  -0.12
Cl -1.3029 1.2133 -3.1828  0.18
Cl 5.3843 -1.3871 -1.7816  -0.08
Cl -4.3032 0.9758 -7.2239  -0.08
Cl -9.2443 -1.7336 5.1300  -0.14
Cl 4.9252 -1.4718 3.6721  -0.08
Cl 1.1822 2.7622 5.6726  -0.06
Cl -3.2383 -1.1886 -5.5914  0.03
Cl -1.1862 4.1194 -3.0251  -0.15
Cl -5.5148 -1.6702 -7.3433  -0.13
Cl 13.7465 0.6611 5.5371  -0.13
Cl 9.2919 -7.2906 -2.1256  -0.09
Cl -1.9077 -1.0799 7.8317  -0.13
Cl -13.1229 -3.9637 2.6778  -0.13
Cl -9.3510 0.4374 3.1913  -0.13
Cl -7.0745 -1.8805 -1.5392  -0.14
Cl -0.1814 -2.2713 -3.6640  -0.04
Cl -2.6935 -0.8588 5.0358  -0.10
Cl 3.5176 1.5642 -0.5948  0.10
Cl 10.2812 -5.5064 -0.0468  -0.07
Cl 2.1652 -3.1549 -5.1461  -0.08
Cl 0.0387 -1.6522 -7.2522  -0.21
Cl -2.4479 1.5373 6.6735  -0.02
Cl -13.3208 -3.3842 5.5253  -0.13
Cl 12.0111 -6.2564 -2.2668  -0.12
Cl -13.4275 -1.2132 3.5865  -0.12
Cl -3.1196 2.8327 -4.7830  -0.11
Cl 3.6343 4.4702 -0.4370  -0.13
Cl 0.0387 -5.0455 -4.5238  -0.14
Cl 3.6007 -0.9973 1.1218  0.07
Cl 0.1057 2.1997 -10.3329  -0.12
Cl -1.0798 4.1761 6.8422  -0.11
Cl 2.1652 0.2383 -7.8745  -0.11
Cl -4.2241 -2.4759 -1.6037  -0.10
Cl 7.4154 -4.0830 3.6965  -0.10
Cl -0.1814 1.1219 -6.3924  0.02
Cl 1.7009 3.1836 -2.1949  0.06
Cl -2.1563 3.6135 -9.1633  -0.10
Cl 11.7920 -1.3501 6.3237  -0.11
Cl 0.4132 3.5898 -7.7920  -0.09
Cl -5.1864 0.1347 -2.4652  -0.12
Cl 9.9236 -2.6800 3.2230  -0.04
Cl -9.0464 -2.3131 2.2825  -0.11
Cl 7.8571 -2.7018 1.1705  -0.07
O -5.4284 0.5262 2.9566  -0.54
O -2.8179 6.5199 3.0122  -0.41
O -3.3859 5.1358 1.5700  -0.10
N -3.5772 5.5640 2.8299  0.13
N -4.2114 1.3990 0.8808  -0.22
C -1.0480 2.9275 1.8117  0.03
C -4.2763 4.0058 1.2635  0.15
C 5.9006 -5.5898 0.0205  0.61
C -2.8863 -0.1794 6.6609  -0.09
C 3.3237 3.0803 -1.4911  -0.48
C -1.8739 2.7417 0.4085  -0.54
C 0.6802 4.1609 6.6375  -0.01
C 8.6183 -3.6205 2.4805  0.25
C -5.4432 -1.2159 -1.3474  0.42
C 0.4194 -3.3620 -4.9245  0.19
C 10.7106 -6.7913 -1.1888  -0.02
C -4.9718 1.5311 2.2038  0.27
C -8.6588 -1.1508 3.5625  0.27
C -0.3963 3.5984 -9.3681  -0.07
C -5.0173 3.1799 2.4705  -0.51
C -12.7353 -2.8014 3.9578  0.53
C -4.7000 -0.4870 -6.3061  0.01
C 0.5633 2.5886 1.5161  -0.57
C 3.6771 -0.5366 2.8310  -0.17
C 12.3863 -0.3377 4.9966  0.05
C -1.4968 2.7294 -4.0792  0.16
C 3.8412 -1.7560 -2.5704  -0.21
C 0.4194 0.0312 -7.6529  0.00
C -3.5057 2.7141 0.5556  0.10
H 6.1649 -4.5309 0.0803  -0.23
H -0.0792 0.2828 -8.5924  0.16
H -7.5719 -1.0486 3.6173  0.11
H 1.0575 2.5231 2.6003  0.12
H -1.6166 3.6938 -0.2625  0.02
H -6.1540 3.3895 2.6528  0.40
H -5.3811 -0.2116 -5.4968  0.16
H -11.6484 -2.6992 4.0125  -0.15
H 0.9728 5.0695 6.1050  0.30
H -0.1037 4.5070 -9.9006  0.38
H -0.7670 2.7443 -4.8927  0.08
H -5.0227 1.4248 0.1928  0.26
H -1.0859 4.0424 2.1653  0.25
H -4.5769 3.2316 3.5616  0.23
H 3.9414 0.5223 2.8908  0.26
H 11.5769 0.3251 4.6799  0.31
H 1.0835 3.4007 0.8476  0.17
H -3.8467 2.8661 -0.5781  0.22
H 9.0482 -4.5319 2.0573  -0.04
H -3.9369 -0.2687 6.9490  0.32
H 4.0535 3.0952 -2.3046  0.43
H -5.3419 -0.8413 -0.3256  -0.05
H 11.0679 -7.6530 -0.6193  0.30
H -5.0238 4.4643 0.4540  0.31
H -1.4454 1.8170 -0.1990  0.09
H 0.6754 1.4864 1.0722  0.21
H -0.0792 -3.1104 -5.8641  0.11
H 3.9882 -2.6152 -3.2298  0.34

---

Molecular formula: C24H28BrNO4
Method: DFT, wB97M-V/def2-TZVPD

Strongest force on any atom, eV/A: 0.874
Orbital gap, hartree: 0.3425
Energy above the lowest of the compared OMol25 structures with the same formula, charge and spin, eV: 0.098

Each line ends with the Mulliken charge.
Element x y z (Å)
Br -0.0917 5.3150 -4.6826  -0.21
O -0.1059 -0.8597 0.3710  -0.53
O -0.9686 1.1661 -0.3698  -0.11
O 3.3641 -1.3890 -0.1144  -0.71
O -4.2635 -2.8863 -3.4195  -0.53
N 2.0157 -1.6258 1.6907  -0.12
C -4.2708 -2.0980 -2.2554  -0.51
C -1.1775 -0.2087 -0.2783  -0.78
C 3.0480 -0.8753 3.7708  0.62
C -0.9944 2.6146 -4.5193  -0.79
C -0.0815 3.5271 -4.0215  -0.02
C 3.1948 -1.2753 5.0917  -0.53
C -1.4024 -0.7390 -1.7011  0.68
C 2.2597 -1.3506 0.3940  0.00
C -0.9827 1.3221 -4.0300  -0.30
C -0.0764 0.9341 -3.0495  -0.31
C 1.0366 -0.9956 -0.3866  1.22
C 1.0805 -0.8320 -1.7074  -1.47
C 3.0615 -1.8837 2.6516  -1.18
C 2.8582 1.4079 4.5098  -0.68
C -2.2269 2.1677 1.4893  -1.29
C -1.7707 -2.2279 -1.6724  -1.20
C 0.8372 1.8657 -2.5761  -0.20
C 2.8810 0.4754 3.4888  -0.03
C 3.1793 -0.3418 6.1136  -0.56
C 3.0073 1.0010 5.8252  -0.41
C -0.8696 1.8650 0.8633  -0.22
C -3.2094 -2.5160 -1.2316  -0.61
C 0.8391 3.1627 -3.0560  -0.81
C -0.1210 -0.4874 -2.5270  0.68
H -2.7317 1.2545 1.7960  0.29
H 4.0040 -1.8271 2.0953  0.38
H -5.2645 -2.2380 -1.8235  0.39
H -2.0887 2.7958 2.3647  0.45
H -1.0860 -2.7449 -0.9966  0.10
H 1.5493 3.8843 -2.6822  0.45
H 2.7748 0.7935 2.4613  0.41
H -2.8552 2.6903 0.7727  0.29
H -0.3609 2.7968 0.6045  0.42
H 2.7273 2.4549 4.2790  0.39
H 3.2976 -0.6646 7.1375  0.37
H -0.1419 -1.1495 -3.4025  0.91
H -2.0443 -0.4348 0.3638  0.08
H -4.1581 -1.0344 -2.5110  0.23
H -0.2411 1.3011 1.5638  0.23
H 2.9909 1.7288 6.6227  0.37
H 2.9556 -2.8970 3.0554  0.40
H -1.6911 0.6070 -4.4238  0.46
H 2.0305 -0.9506 -2.2030  0.53
H -1.6118 -2.6521 -2.6676  0.59
H -3.4218 -2.0107 -0.2891  0.30
H 3.3264 -2.3232 5.3212  0.34
H -3.3965 -2.8220 -3.8347  0.34
H 1.0691 -1.5357 2.0269  0.30
H -1.7023 2.9095 -5.2788  0.43
H 1.5521 1.5797 -1.8206  0.48
H -3.3117 -3.5904 -1.0657  0.36
H -2.2200 -0.1532 -2.1269  0.59